18
Properties=species:S:1:pos:R:3:forces:R:3:lowdin_charge:R:1 method="wB97M-V/def2-TZVPD" homo_ev=-15.074 relative_energy_kcal_mol=143.3 orbital_gap_ev=10.0 spin_multiplicity=1 charge=+1
C -1.787 1.025 0.520 -1.39 2.91 -0.07 -0.10
C -2.158 0.056 -0.254 -0.29 -2.84 -1.19 0.19
C 0.661 0.954 -0.004 -2.03 -0.93 1.03 -0.28
C -0.410 1.236 1.045 0.67 -2.15 0.32 -0.10
C 1.585 -1.283 -0.753 4.64 -0.05 1.32 -0.02
N 1.552 1.780 -0.220 -0.22 -0.21 0.41 0.25
N 0.487 -0.439 -0.616 -1.22 1.80 -0.36 -0.14
N -0.586 -1.078 -0.408 -3.97 1.27 0.98 0.09
F -0.714 -1.599 1.224 0.46 -0.10 -1.62 -0.19
H -2.492 1.968 0.698 1.00 -2.50 -0.42 0.20
H -3.064 -0.495 -0.764 2.33 1.32 1.16 0.17
H -0.219 2.216 1.379 -0.08 1.18 0.31 0.11
H -0.290 0.534 1.932 0.05 0.74 -1.07 0.16
H 2.100 -0.907 0.195 0.68 -1.49 -1.21 0.14
H 1.337 -2.355 -0.588 0.19 0.83 -0.36 0.13
H 2.284 -1.093 -1.635 -1.29 -0.27 1.03 0.14
H 2.258 1.476 -0.839 1.15 -0.20 -1.19 0.07
H -0.544 -1.996 -0.912 -0.68 0.70 0.95 0.20

=====

16
Properties=species:S:1:pos:R:3:forces:R:3:lowdin_charge:R:1 method="wB97M-V/def2-TZVPD" homo_ev=-14.776 relative_energy_kcal_mol=140.7 orbital_gap_ev=11.2 smiles=C1C[NH+]([C@@H]2NO2)C1 spin_multiplicity=1 charge=+1
C 1.832 0.097 0.089 -2.10 0.08 -0.15 -0.10
C 0.547 0.944 0.071 0.07 1.28 -1.08 -0.04
C 0.941 -1.092 -0.166 -0.15 -3.10 -0.91 -0.07
C -1.533 -0.354 -0.327 -4.00 1.98 -1.01 -0.31
N -2.426 0.869 -0.139 2.11 -0.23 -1.57 0.13
N -0.278 -0.335 0.295 1.80 0.66 2.77 -0.04
O -2.657 -0.412 0.436 -0.05 -0.72 2.17 0.01
H 2.431 0.372 -0.696 1.65 0.26 -1.93 0.10
H 2.417 0.055 0.932 0.92 0.19 2.31 0.10
H 0.454 1.747 0.852 -0.34 -0.80 -0.95 0.15
H 0.281 1.291 -1.043 0.56 -0.53 2.69 0.20
H 0.943 -1.195 -1.285 -0.63 -0.55 1.12 0.16
H 0.938 -2.117 0.417 0.66 2.07 -1.47 0.19
H -1.696 -0.822 -1.272 0.90 -0.39 -0.67 0.17
H -1.886 1.511 0.488 -0.79 -0.84 0.40 0.11
H -0.309 -0.559 1.348 -0.62 0.65 -1.74 0.25

=====

74
Properties=species:S:1:pos:R:3:forces:R:3:lowdin_charge:R:1 method="wB97M-V/def2-TZVPD" homo_ev=-9.333 relative_energy_kcal_mol=6.5 orbital_gap_ev=6.5 spin_multiplicity=1 charge=+1
Sr -0.404 0.305 -0.527 0.52 0.09 0.62 1.20
C 2.803 0.585 2.802 -0.02 0.01 0.00 0.00
C 1.640 -0.103 2.154 0.01 0.02 -0.04 -0.25
N 0.489 0.432 2.011 -0.07 0.14 0.14 0.02
N 0.297 1.676 2.546 0.08 0.00 -0.02 0.00
C -0.893 2.308 2.422 0.03 0.00 0.03 -0.87
N -0.977 3.483 3.058 0.01 -0.01 -0.01 0.12
S -2.197 1.713 1.548 -0.08 -0.04 -0.08 0.62
C 1.758 -1.502 1.658 0.07 -0.01 0.00 -0.22
C 2.672 -2.365 2.244 0.00 0.00 -0.01 0.01
C 2.707 -3.691 1.840 -0.01 0.00 0.00 -0.03
C 1.829 -4.105 0.859 0.01 0.01 0.00 -0.03
C 0.955 -3.168 0.327 0.00 0.00 -0.06 -0.11
N 0.909 -1.896 0.700 -0.12 0.05 0.08 0.07
H 2.972 1.549 2.311 0.00 0.00 0.01 0.09
H 3.721 0.019 2.692 0.00 0.00 -0.01 0.09
H 2.627 0.756 3.868 0.00 -0.01 0.00 0.10
H 1.069 2.147 2.999 0.00 0.00 0.01 0.14
H -0.246 3.840 3.651 0.00 0.00 0.00 0.12
H -1.842 3.990 2.999 0.00 0.00 0.00 0.11
H 3.334 -2.019 3.024 0.00 0.00 0.01 0.11
H 3.405 -4.383 2.292 0.00 0.00 0.00 0.12
H 1.811 -5.126 0.507 0.00 0.00 0.00 0.11
H 0.259 -3.468 -0.447 -0.01 0.01 0.02 0.09
Br 7.878 2.983 -5.870 0.00 0.00 0.00 0.75
C 7.265 3.701 -4.231 -0.01 0.01 -0.01 -0.70
C 5.957 4.148 -4.131 0.01 -0.01 -0.01 -0.12
C 5.502 4.655 -2.926 -0.03 -0.04 0.03 -0.03
C 6.358 4.717 -1.834 -0.03 -0.04 0.00 -0.29
C 7.682 4.324 -1.960 0.00 -0.01 0.02 -0.03
C 8.135 3.790 -3.157 -0.01 0.00 0.01 -0.12
N 5.949 5.330 -0.600 -0.04 -0.03 0.08 0.08
N 4.970 4.928 0.041 0.07 0.07 -0.04 0.07
C 4.249 3.737 -0.294 0.00 -0.04 -0.02 -0.25
C 4.832 2.509 -0.505 0.02 0.07 -0.03 -0.02
C 4.067 1.353 -0.685 -0.03 -0.04 0.14 0.00
C 2.675 1.374 -0.647 0.07 0.01 -0.18 -0.41
O 1.943 0.320 -0.805 -0.18 -0.04 -0.14 -0.28
C 2.054 2.660 -0.420 0.00 0.04 0.00 -0.16
N 0.687 2.701 -0.412 0.03 0.14 -0.10 0.01
C 0.092 3.862 -0.254 0.00 -0.01 0.06 -0.16
C 0.787 5.067 -0.050 -0.01 0.00 0.00 -0.04
C 2.152 5.044 -0.028 0.01 0.00 -0.01 0.01
C 2.835 3.822 -0.230 -0.01 0.01 -0.01 -0.11
H 5.300 4.099 -4.988 0.00 0.00 0.00 0.10
H 4.480 5.003 -2.835 0.00 0.00 0.00 0.12
H 8.351 4.430 -1.116 0.00 0.00 0.00 0.12
H 9.160 3.460 -3.258 0.00 0.00 0.00 0.10
H 5.910 2.427 -0.523 0.04 0.02 -0.02 0.12
H 4.554 0.401 -0.856 0.00 0.00 -0.01 0.12
H -0.993 3.856 -0.259 0.00 0.01 -0.01 0.09
H 0.237 5.988 0.082 0.00 0.00 0.00 0.11
H 2.728 5.946 0.130 -0.01 0.00 0.00 0.12
C -3.468 -0.096 -4.469 0.02 0.00 0.00 -0.51
C -2.011 -0.436 -4.808 0.01 0.02 -0.03 -0.49
S -0.706 -0.087 -3.584 -0.03 0.02 0.05 0.86
C -0.340 -1.715 -2.859 -0.04 -0.17 -0.21 -0.54
C -1.523 -2.489 -2.280 0.00 -0.13 -0.06 -0.53
S -2.363 -1.937 -0.760 -0.04 0.00 -0.07 0.85
C -3.390 -0.518 -1.267 -0.04 -0.23 -0.17 -0.57
C -4.670 -0.839 -2.021 0.01 0.03 -0.01 -0.52
S -4.448 -1.428 -3.719 -0.01 -0.01 0.03 0.89
H -3.971 0.139 -5.408 0.00 0.00 0.00 0.07
H -3.537 0.802 -3.854 0.00 0.00 -0.01 0.08
H -1.709 0.161 -5.669 0.00 0.01 0.00 0.07
H -1.911 -1.481 -5.104 0.00 0.00 0.00 0.08
H 0.504 -1.545 -2.173 -0.17 -0.11 0.00 0.04
H 0.080 -2.337 -3.653 0.04 0.04 -0.01 0.09
H -1.181 -3.493 -2.018 -0.02 -0.01 -0.03 0.07
H -2.292 -2.611 -3.039 0.05 -0.05 -0.04 0.02
H -2.787 0.162 -1.869 -0.05 0.14 0.04 0.01
H -3.634 -0.027 -0.325 -0.04 0.04 0.09 0.04
H -5.307 0.048 -2.034 0.01 0.01 -0.01 0.09
H -5.224 -1.631 -1.517 0.00 0.00 0.00 0.08